<w>
100
Properties=species:S:1:pos:R:3:lowdin_charge:R:1 method="wB97M-V/def2-TZVPD" smiles="NC(N)=O.NC(N)=O.NC(N)=O.NC(N)=O.NC(N)=O.CC(C)O.CC(C)O.CC(C)O.CC(C)O.CC(C)O" e_homo_ev=-8.6 charge=0 multiplicity=1 orbital_gap_ev=7.82
N 3.075 -1.162 -1.960 0.12
C 2.001 -1.869 -2.089 -0.58
N 1.439 -2.241 -0.977 0.20
O 1.559 -2.324 -3.354 -0.10
H 3.396 -0.757 -2.857 0.16
H 3.861 -1.448 -1.381 0.14
H 0.553 -2.745 -1.096 0.07
H 1.841 -2.303 -0.015 0.10
N -0.077 -0.338 0.911 0.20
C -0.623 -0.041 2.068 -0.55
N 0.099 0.776 2.838 0.13
O -1.910 -0.477 2.404 -0.10
H -0.558 -0.874 0.234 0.06
H 0.872 -0.056 0.553 0.08
H -0.292 1.035 3.725 0.13
H 1.126 0.951 2.670 0.07
N 2.446 0.572 -0.073 0.13
C 2.945 0.639 1.111 -0.57
N 3.749 -0.349 1.338 0.17
O 2.501 1.552 2.031 -0.09
H 1.788 1.344 -0.410 0.04
H 2.532 -0.166 -0.838 0.06
H 4.303 -0.345 2.220 0.17
H 4.141 -0.927 0.643 0.10
N -0.616 2.920 1.199 0.12
C -1.714 3.054 0.515 -0.64
N -1.520 3.972 -0.389 0.15
O -2.814 2.273 0.684 -0.07
H -0.511 2.005 1.757 0.09
H 0.016 3.630 1.686 0.13
H -2.232 4.079 -1.188 0.17
H -0.673 4.542 -0.443 0.06
N 2.208 3.254 -2.517 0.13
C 1.272 3.374 -1.569 -0.53
N 0.792 2.267 -1.047 0.13
O 0.884 4.654 -1.170 -0.11
H 2.814 4.129 -2.624 0.14
H 2.991 2.521 -2.270 0.14
H 0.088 2.590 -0.279 0.10
H 0.544 1.478 -1.602 0.08
C -0.866 -0.388 -2.835 -0.03
C -1.447 0.954 -3.061 -0.63
C -2.503 1.105 -4.182 -0.02
O -2.068 1.465 -2.081 -0.03
H -1.668 -1.056 -2.745 0.06
H -0.188 -0.397 -1.947 0.07
H -0.313 -0.740 -3.700 0.09
H -0.613 1.702 -3.233 0.14
H -2.099 0.780 -5.147 0.07
H -2.840 2.155 -4.214 0.09
H -3.353 0.424 -3.951 0.09
H -2.134 0.860 -1.338 0.06
C -1.005 -3.993 -3.242 -0.02
C -1.711 -4.517 -2.005 -0.60
C -1.235 -3.792 -0.775 -0.04
O -2.950 -4.335 -2.032 0.04
H -0.021 -4.342 -3.314 0.06
H -0.946 -2.986 -3.242 0.01
H -1.445 -4.483 -4.108 0.10
H -1.523 -5.597 -1.949 0.15
H -1.352 -2.718 -0.844 0.07
H -0.193 -4.153 -0.677 0.09
H -1.681 -4.020 0.123 0.06
H -3.352 -4.744 -2.789 0.12
C -4.080 -2.315 0.467 -0.02
C -3.590 -1.279 -0.518 -0.62
C -4.699 -0.279 -0.915 0.00
O -2.572 -0.619 -0.210 -0.06
H -5.128 -2.570 0.156 0.09
H -4.121 -1.889 1.478 0.09
H -3.607 -3.302 0.406 0.06
H -3.275 -1.833 -1.351 0.10
H -5.087 0.221 -0.048 0.09
H -5.545 -0.828 -1.349 0.08
H -4.318 0.397 -1.610 0.04
H -2.591 -0.242 0.669 0.06
C 2.121 4.572 1.607 -0.07
C 2.164 4.360 3.047 -0.69
C 2.156 5.657 3.883 -0.01
O 1.180 3.726 3.365 0.03
H 3.066 5.130 1.203 0.14
H 1.273 5.134 1.234 0.08
H 2.057 3.683 1.103 0.01
H 3.062 3.822 3.226 0.13
H 1.316 6.301 3.654 0.08
H 3.032 6.234 3.713 0.06
H 2.141 5.543 4.965 0.08
H 1.511 2.843 3.388 0.08
C 1.084 -4.472 2.322 -0.01
C 1.486 -3.024 2.362 -0.67
C 1.758 -2.497 3.783 -0.01
O 2.432 -2.787 1.625 0.00
H 1.961 -5.101 2.528 0.09
H 0.617 -4.769 1.392 0.06
H 0.447 -4.698 3.148 0.08
H 0.623 -2.562 1.975 0.10
H 1.673 -1.406 3.765 0.06
H 2.767 -2.759 4.158 0.09
H 1.131 -2.868 4.610 0.09
H 2.764 -1.894 1.622 0.05

---

<x>
100
Properties=species:S:1:pos:R:3:lowdin_charge:R:1 method="wB97M-V/def2-TZVPD" smiles="NC(N)=O.NC(N)=O.NC(N)=O.NC(N)=O.NC(N)=O.CC(C)O.CC(C)O.CC(C)O.CC(C)O.CC(C)O" e_homo_ev=-9.2 charge=0 multiplicity=1 orbital_gap_ev=9.40
N -9.235 5.080 -3.093 0.17
C -8.052 5.678 -2.953 -0.73
N -7.037 4.929 -3.316 0.20
O -7.958 6.870 -2.730 0.02
H -10.045 5.683 -3.117 0.12
H -9.268 4.172 -3.534 0.11
H -7.171 3.996 -3.678 0.07
H -6.169 5.445 -3.293 0.10
N -7.356 5.402 -7.966 0.18
C -8.417 5.468 -7.216 -0.86
N -8.681 6.608 -6.720 0.19
O -9.168 4.556 -7.107 0.03
H -6.772 6.224 -7.928 0.08
H -7.039 4.581 -8.462 0.12
H -8.104 7.425 -6.862 0.05
H -9.389 6.639 -6.001 0.12
N -0.512 12.257 -8.046 0.15
C -0.959 11.054 -8.101 -0.81
N -1.819 10.829 -7.160 0.18
O -0.567 10.316 -8.995 0.02
H 0.174 12.646 -8.677 0.13
H -0.737 12.691 -7.162 0.11
H -2.204 9.922 -6.939 0.09
H -2.233 11.665 -6.772 0.11
N -2.514 1.352 -9.150 0.17
C -1.955 2.271 -8.397 -0.77
N -2.469 3.444 -8.589 0.16
O -1.134 2.076 -7.488 0.01
H -3.247 1.672 -9.767 0.11
H -2.170 0.413 -9.007 0.12
H -2.919 3.609 -9.478 0.11
H -1.927 4.210 -8.218 0.10
N -5.590 9.947 -7.581 0.19
C -6.516 9.554 -8.423 -0.77
N -6.590 10.096 -9.601 0.20
O -7.149 8.603 -8.061 0.02
H -4.958 10.636 -7.962 0.10
H -5.473 9.743 -6.598 0.10
H -5.763 10.633 -9.821 0.12
H -7.292 9.763 -10.246 0.13
C -5.158 0.444 -4.680 -0.05
C -5.500 1.898 -4.542 -0.51
C -5.040 2.752 -5.734 -0.05
O -6.893 2.082 -4.425 -0.07
H -5.578 0.128 -5.636 0.08
H -5.525 -0.118 -3.821 0.09
H -4.090 0.297 -4.838 0.09
H -5.032 2.281 -3.635 0.14
H -3.987 2.996 -5.587 0.07
H -5.498 3.740 -5.683 0.06
H -5.153 2.206 -6.671 0.08
H -7.343 1.752 -5.206 0.10
C -3.054 5.992 -6.481 -0.04
C -3.981 7.204 -6.368 -0.46
C -5.082 6.944 -5.340 -0.03
O -3.153 8.219 -5.884 -0.07
H -2.668 5.698 -5.505 0.08
H -2.281 5.953 -7.248 0.07
H -3.606 5.130 -6.857 0.05
H -4.391 7.582 -7.304 0.13
H -5.659 7.869 -5.321 0.06
H -4.719 6.729 -4.335 0.08
H -5.780 6.172 -5.663 0.06
H -2.637 7.862 -5.158 0.04
C 0.480 3.910 -4.787 -0.03
C 1.374 4.844 -3.939 -0.47
C 2.898 4.475 -3.913 -0.04
O 1.330 6.188 -4.416 -0.06
H 0.637 4.094 -5.850 0.08
H -0.531 4.158 -4.464 0.06
H 0.602 2.827 -4.758 0.08
H 1.021 4.777 -2.909 0.11
H 3.367 4.218 -4.862 0.08
H 2.952 3.587 -3.284 0.07
H 3.410 5.232 -3.318 0.07
H 1.897 6.604 -3.762 0.09
C -2.005 5.937 -1.971 -0.04
C -1.800 7.372 -2.517 -0.47
C -1.008 8.179 -1.528 -0.04
O -1.315 7.305 -3.849 -0.08
H -2.641 5.284 -2.568 0.07
H -2.355 6.103 -0.953 0.08
H -1.056 5.407 -1.883 0.06
H -2.792 7.688 -2.842 0.13
H 0.011 7.872 -1.293 0.08
H -1.599 8.112 -0.615 0.08
H -0.893 9.213 -1.852 0.08
H -0.444 6.902 -3.846 0.05
C -8.297 10.208 -4.971 -0.07
C -7.241 10.381 -3.965 -0.48
C -6.948 11.907 -3.710 -0.04
O -7.547 9.623 -2.756 -0.06
H -8.080 9.232 -5.406 0.05
H -8.018 10.784 -5.853 0.08
H -9.290 10.233 -4.523 0.10
H -6.337 9.895 -4.333 0.10
H -7.897 12.441 -3.679 0.07
H -6.463 12.314 -4.598 0.06
H -6.272 12.169 -2.896 0.07
H -7.744 8.714 -2.991 0.01

---

<y>
100
Properties=species:S:1:pos:R:3:lowdin_charge:R:1 method="wB97M-V/def2-TZVPD" smiles="NC(N)=O.NC(N)=O.NC(N)=O.NC(N)=O.NC(N)=O.CC(C)O.CC(C)O.CC(C)O.CC(C)O.CC(C)O" e_homo_ev=-8.7 charge=0 multiplicity=1 orbital_gap_ev=8.68
N 3.697 -2.832 -2.396 0.11
C 2.398 -3.141 -2.450 -0.59
N 1.666 -2.236 -1.876 0.13
O 1.912 -4.336 -3.054 -0.16
H 4.439 -3.484 -2.767 0.15
H 4.186 -2.103 -1.754 0.06
H 0.652 -2.478 -1.833 0.14
H 1.912 -1.235 -1.801 0.09
N 2.072 3.653 -3.483 0.16
C 1.391 2.637 -3.129 -0.65
N 1.163 2.574 -1.845 0.20
O 1.187 1.578 -4.018 -0.11
H 2.467 3.649 -4.394 0.13
H 2.258 4.455 -2.870 0.16
H 0.908 1.728 -1.334 0.08
H 0.902 3.394 -1.311 0.09
N -2.809 4.005 -2.687 0.16
C -1.550 4.213 -2.509 -0.63
N -0.932 4.286 -3.619 0.15
O -0.934 4.506 -1.248 -0.17
H -3.351 3.593 -1.917 0.14
H -3.161 3.862 -3.674 0.15
H 0.112 4.410 -3.642 0.10
H -1.255 3.758 -4.514 0.18
N -1.889 -1.422 -0.048 0.18
C -2.728 -0.602 0.470 -0.56
N -2.589 -0.417 1.766 0.22
O -3.801 0.036 -0.220 -0.16
H -1.875 -1.820 -0.980 0.14
H -1.321 -1.921 0.631 0.11
H -3.188 0.170 2.265 0.04
H -1.910 -0.835 2.392 0.08
N 4.248 1.506 -1.588 0.20
C 4.025 0.258 -1.779 -0.61
N 3.189 -0.031 -2.697 0.18
O 4.620 -0.794 -1.068 -0.14
H 4.942 1.759 -0.923 0.12
H 3.621 2.249 -1.910 0.10
H 3.189 -1.064 -2.913 0.11
H 2.644 0.709 -3.169 0.09
C 2.866 -2.478 2.761 -0.01
C 2.667 -2.832 1.292 -0.63
C 3.085 -4.256 0.978 -0.03
O 1.513 -2.885 0.892 -0.02
H 2.586 -3.303 3.398 0.08
H 2.195 -1.640 3.059 0.08
H 3.860 -2.138 2.957 0.08
H 3.223 -2.138 0.643 0.13
H 3.994 -4.487 1.503 0.07
H 3.225 -4.368 -0.100 0.07
H 2.377 -5.010 1.364 0.10
H 1.397 -2.754 -0.044 0.07
C -2.649 -1.373 -4.381 0.00
C -1.535 -0.362 -4.036 -0.58
C -1.996 0.740 -3.011 -0.03
O -0.545 -0.808 -3.445 -0.02
H -2.964 -2.052 -3.636 0.06
H -2.366 -1.881 -5.301 0.08
H -3.471 -0.726 -4.651 0.07
H -1.083 0.119 -4.913 0.14
H -2.845 1.263 -3.372 0.05
H -1.185 1.389 -2.715 0.05
H -2.393 0.381 -2.085 0.04
H 0.046 -0.071 -3.299 0.06
C -0.671 -1.890 4.855 -0.02
C -0.683 -2.765 3.627 -0.63
C -1.980 -3.614 3.556 -0.04
O -0.538 -2.215 2.524 -0.05
H -0.848 -2.433 5.754 0.08
H -1.383 -1.096 4.756 0.05
H 0.282 -1.381 4.943 0.08
H 0.143 -3.558 3.593 0.16
H -2.107 -4.185 4.528 0.09
H -1.952 -4.372 2.791 0.06
H -2.934 -2.995 3.367 0.10
H 0.292 -2.424 2.142 0.05
C -3.394 3.641 3.784 -0.05
C -3.058 2.222 3.316 -0.67
C -2.023 1.690 4.301 -0.04
O -4.015 1.424 3.254 0.00
H -4.350 4.058 3.291 0.11
H -2.626 4.348 3.549 0.06
H -3.453 3.731 4.879 0.08
H -2.665 2.410 2.267 0.14
H -1.460 0.809 3.880 0.06
H -2.487 1.407 5.264 0.10
H -1.190 2.376 4.494 0.09
H -4.536 1.693 2.460 0.16
C 1.932 0.795 0.984 0.00
C 0.446 0.636 0.691 -0.65
C -0.345 1.903 0.931 -0.01
O 0.244 0.274 -0.466 -0.03
H 2.532 0.089 0.338 0.08
H 2.218 0.567 2.004 0.08
H 2.194 1.821 0.679 0.07
H 0.135 -0.232 1.264 0.12
H -1.340 1.890 0.547 0.07
H 0.151 2.736 0.410 0.06
H -0.429 2.274 1.942 0.07
H -0.610 -0.201 -0.464 0.07

---

Which of them is most stable? Easy: <x>.

---

<w>
43
Properties=species:S:1:pos:R:3:nbo_charge:R:1 method="wB97M-V/def2-TZVPD" e_homo_ev=-10.4 charge=0 multiplicity=1 orbital_gap_ev=9.77
He -0.228 0.112 -0.372 0.00
O -1.445 2.606 0.937 -0.98
H -0.880 1.906 1.266 0.48
H -0.875 3.130 0.375 0.50
O 3.631 2.837 0.700 -0.97
H 3.702 3.198 -0.183 0.46
H 3.109 2.042 0.593 0.50
O 3.894 -0.722 -1.915 -0.92
H 4.527 -0.928 -1.227 0.47
H 3.124 -1.248 -1.697 0.45
O 0.164 2.094 -3.398 -0.93
H -0.725 2.209 -3.061 0.47
H 0.287 2.825 -4.004 0.47
O -2.424 -2.551 1.315 -0.98
H -1.548 -2.919 1.201 0.50
H -2.995 -3.314 1.404 0.48
O -3.308 1.231 -0.857 -0.96
H -2.971 1.452 -1.725 0.46
H -2.899 1.869 -0.272 0.51
O 0.006 4.007 -1.072 -0.96
H 0.578 3.625 -1.738 0.49
H -0.476 4.693 -1.534 0.47
O -0.715 -1.925 -3.358 -0.94
H -1.125 -1.520 -2.594 0.49
H -0.017 -2.470 -2.996 0.45
O 0.350 0.954 3.019 -0.98
H -0.469 0.640 3.401 0.50
H 0.422 1.861 3.315 0.48
O 2.235 0.463 0.887 -0.98
H 1.456 0.450 1.444 0.50
H 2.312 -0.434 0.562 0.48
O -2.371 -0.371 3.198 -0.97
H -2.606 -0.889 2.428 0.50
H -2.088 -1.017 3.844 0.47
O 2.217 -2.332 0.680 -0.94
H 2.234 -2.751 -0.181 0.48
H 2.926 -2.752 1.166 0.50
O 0.154 -3.918 1.452 -0.97
H 0.878 -3.368 1.153 0.48
H 0.340 -4.781 1.083 0.47
O -2.864 -1.514 -1.417 -0.99
H -2.959 -0.581 -1.224 0.49
H -2.562 -1.899 -0.594 0.48

---

<x>
43
Properties=species:S:1:pos:R:3:nbo_charge:R:1 method="wB97M-V/def2-TZVPD" e_homo_ev=-9.9 charge=0 multiplicity=1 orbital_gap_ev=9.69
He 1.465 -6.072 -7.715 0.00
O 4.403 -3.934 -6.046 -0.97
H 4.807 -4.712 -5.661 0.47
H 3.521 -3.913 -5.676 0.49
O 3.105 -4.939 -10.756 -0.98
H 2.201 -5.136 -10.998 0.51
H 3.448 -4.438 -11.497 0.48
O -0.798 -7.346 -9.409 -0.95
H -0.134 -7.991 -9.655 0.50
H -1.583 -7.616 -9.886 0.49
O 4.845 -8.374 -8.171 -0.97
H 5.217 -7.748 -8.792 0.49
H 4.504 -7.832 -7.460 0.47
O 4.839 -7.015 -10.736 -0.98
H 4.073 -6.442 -10.696 0.49
H 5.200 -6.871 -11.611 0.46
O 3.981 -3.036 -8.647 -0.99
H 4.039 -3.399 -7.764 0.49
H 3.903 -3.801 -9.217 0.48
O -0.600 -3.220 -5.786 -0.98
H -0.646 -3.940 -6.415 0.50
H -1.467 -3.200 -5.381 0.48
O -0.548 -6.471 -4.980 -0.96
H -0.949 -6.006 -4.246 0.48
H -0.114 -7.224 -4.579 0.49
O 2.021 -3.605 -4.690 -0.98
H 1.156 -3.680 -5.094 0.50
H 1.989 -2.780 -4.206 0.48
O 3.103 -7.123 -5.903 -0.95
H 2.798 -6.361 -5.410 0.48
H 2.621 -7.860 -5.528 0.48
O -0.112 -3.100 -9.780 -0.96
H -0.763 -2.826 -9.135 0.48
H 0.496 -2.364 -9.836 0.49
O 0.686 -9.236 -6.400 -0.95
H 0.737 -8.496 -7.004 0.47
H -0.111 -9.700 -6.655 0.47
O -1.309 -5.575 -7.340 -1.00
H -1.061 -6.050 -8.133 0.49
H -0.734 -5.927 -6.660 0.49
O 0.302 -5.523 -11.073 -1.00
H -0.126 -6.220 -10.576 0.48
H -0.066 -4.714 -10.717 0.50

---

Which of them is most stable? Easy: <x>.